No. 1
DFT (the ωB97M-V functional and the def2-TZVPD basis) results for one molecule with the formula C8H16N2 in a non-equilibrium geometry.

XYZ file:
```
26
C8H16N2 the ωB97M-V functional and the def2-TZVPD basis
C -1.86 -0.32 -0.11
C -0.93 0.67 -0.18
C -1.16 -1.68 0.26
C -3.42 -0.07 -0.10
C -0.81 2.15 -0.38
C 2.23 -0.99 -0.97
C 2.62 0.65 0.92
C 1.71 0.30 -0.36
N 0.16 -1.26 0.73
N 0.39 0.02 0.22
H -1.83 -2.32 0.96
H -1.03 -2.43 -0.59
H -3.48 1.00 -0.38
H -3.66 -0.22 0.93
H -3.97 -0.64 -0.88
H -0.07 2.41 0.41
H -1.67 2.68 -0.27
H -0.40 2.43 -1.31
H 2.22 -1.90 -0.23
H 1.66 -1.25 -1.89
H 3.32 -0.83 -1.33
H 2.17 -0.22 1.66
H 2.28 1.54 1.38
H 3.67 0.58 0.86
H 1.72 0.96 -1.09
H 0.14 -1.25 1.73
```

Values from the calculation:
- Energy above the lowest of the compared OMol25 structures with the same formula, charge and spin: 87.31 kcal/mol
- Multiplicity: 1
- SMILES string: CC1=C(C)N(C(C)C)NC1
- E_HOMO: -7.17 eV

---

No. 2
DFT (the ωB97M-V functional and the def2-TZVPD basis) results for a 2-piece molecular cluster, C8H16N2 overall in a non-equilibrium geometry.

XYZ file:
```
26
C8H16N2 the ωB97M-V functional and the def2-TZVPD basis
C 1.03 -1.54 -0.33
C 1.12 -2.08 -1.75
C 1.11 -0.06 -0.31
C 0.57 0.81 -1.33
C 1.80 1.90 0.09
N 1.87 0.64 0.52
N 1.03 2.03 -1.03
H 0.11 -1.90 0.14
H 1.83 -1.87 0.32
H 0.95 -3.14 -1.85
H -0.08 0.72 -2.18
H 2.22 2.68 0.64
H 0.87 2.88 -1.54
H 1.93 -1.66 -2.33
H 0.20 -1.76 -2.28
C -2.66 0.15 1.14
C -2.04 0.09 2.54
C -2.63 -1.17 0.37
H -3.68 0.54 1.20
H -2.23 0.95 0.53
H -0.97 -0.11 2.48
H -1.94 -1.13 -0.48
H -2.24 -1.96 1.01
H -2.56 -0.66 3.12
H -2.12 1.09 2.98
H -3.59 -1.52 0.01
```

Values from the calculation:
- Energy above the lowest of the compared OMol25 structures with the same formula, charge and spin: 5.18 kcal/mol
- <S²>: 0.762
- Multiplicity: 2
- Net charge: +1
- E_HOMO (spin up / spin down): -14.17 / -14.18 eV

---

What did the first record say?
DFT (the ωB97M-V functional and the def2-TZVPD basis) results for one molecule with the formula C8H16N2 in a non-equilibrium geometry.

XYZ file:
```
26
C8H16N2 the ωB97M-V functional and the def2-TZVPD basis
C -1.86 -0.32 -0.11
C -0.93 0.67 -0.18
C -1.16 -1.68 0.26
C -3.42 -0.07 -0.10
C -0.81 2.15 -0.38
C 2.23 -0.99 -0.97
C 2.62 0.65 0.92
C 1.71 0.30 -0.36
N 0.16 -1.26 0.73
N 0.39 0.02 0.22
H -1.83 -2.32 0.96
H -1.03 -2.43 -0.59
H -3.48 1.00 -0.38
H -3.66 -0.22 0.93
H -3.97 -0.64 -0.88
H -0.07 2.41 0.41
H -1.67 2.68 -0.27
H -0.40 2.43 -1.31
H 2.22 -1.90 -0.23
H 1.66 -1.25 -1.89
H 3.32 -0.83 -1.33
H 2.17 -0.22 1.66
H 2.28 1.54 1.38
H 3.67 0.58 0.86
H 1.72 0.96 -1.09
H 0.14 -1.25 1.73
```

Values from the calculation:
- Energy above the lowest of the compared OMol25 structures with the same formula, charge and spin: 87.31 kcal/mol
- Multiplicity: 1
- SMILES string: CC1=C(C)N(C(C)C)NC1
- E_HOMO: -7.17 eV

---

Q: Which formula does entry 1 have?
A: C8H16N2

---

Q: Among the records above, which one has the lowest multiplicity?
A: number 1